1.
Density functional theory data (the ωB97M-V functional and the def2-TZVPD basis) for a structure of composition C49H44AsBr2IrN6O2P in a non-equilibrium geometry.

Output
Orbital gap (alpha / beta) in eV: 4.83 / 4.32
LUMO energy (alpha / beta) in eV: -7.30 / -7.81
Total charge: +2
HOMO energy (alpha / beta) in Ha: -0.4458 / -0.4456
Total energy in eV: -277597.573
2S+1: 2
Energy relative to the best compared isomer or geometry (same formula, charge and spin) in kcal/mol: 62.04

XYZ file:
```
106
Properties=species:S:1:pos:R:3:forces:R:3
Ir 1.1411 0.1697 0.0604 0.699 0.593 0.474
Br -5.7045 -1.2325 -1.8365 -0.079 -0.045 -0.017
Br -2.8884 3.4333 -0.5678 0.006 0.078 -0.009
As -2.0619 4.3388 3.9005 0.067 0.218 0.008
P 1.0229 1.4435 2.1126 -0.471 -0.771 0.684
O -0.6331 1.4134 -0.2798 0.483 -0.134 -0.381
O 3.5244 0.7073 1.1011 -0.139 -0.734 -0.871
N 3.0021 -1.7047 -3.3230 0.046 0.099 -0.047
N 5.2349 -5.3158 -2.4539 -0.057 0.022 -0.032
N 5.3290 -4.1024 -2.8133 0.001 -0.006 -0.012
N -0.6656 -1.2377 -0.2588 -0.118 -0.134 0.170
N 4.2191 -3.7549 -3.5286 0.079 -0.046 -0.078
N 1.7827 -0.8184 -1.7463 -0.421 0.176 -0.126
C -1.6028 5.2965 8.5230 -0.004 0.015 -0.003
C 0.9173 -1.4750 5.6512 0.011 0.004 0.008
C 1.1113 0.2603 3.4843 -0.015 -0.101 -0.037
C 0.5292 -1.8993 4.3889 0.006 0.001 -0.030
C -2.8573 5.0571 7.9819 -0.005 0.035 -0.014
C -1.7248 0.8537 -0.5473 -0.209 -0.070 0.044
C 4.0356 -5.8264 -2.9246 0.065 -0.075 0.093
C -1.7992 -0.5962 -0.6096 0.106 0.104 -0.002
C -2.9175 -2.6431 -1.1039 0.004 -0.009 -0.028
C 3.7341 1.8781 2.2090 -0.021 1.218 1.160
C -4.0965 0.9461 -1.1475 0.064 -0.054 0.006
C 2.4133 2.5250 2.3485 0.259 -0.165 -0.392
C -5.7163 2.4528 3.0689 0.016 -0.003 -0.031
C -4.1230 -0.4338 -1.2919 0.089 0.046 0.024
C 1.4389 -0.1999 5.8281 0.029 -0.025 -0.002
C -3.5729 3.1106 3.9682 -0.012 -0.045 -0.013
C 0.6239 -1.0344 3.3087 -0.010 0.073 0.028
C 1.5813 -6.2781 -4.0732 0.007 -0.021 0.029
C -0.4663 2.4480 2.4146 0.040 0.000 -0.142
C 2.2486 -7.3069 -3.3734 -0.027 0.020 -0.019
C 4.0766 -2.4242 -4.0157 -0.031 -0.059 0.068
C 3.4560 4.6988 2.2314 0.150 -0.030 -0.071
C 2.8833 -1.5193 -1.9891 -0.032 -0.118 0.031
C -2.9656 -1.2407 -1.0158 -0.102 0.015 -0.007
C 1.9429 -1.0865 -3.9486 -0.053 -0.084 -0.005
C -1.7584 -3.2884 -0.7707 -0.015 -0.001 -0.001
C -3.6285 2.0322 4.8513 -0.020 -0.003 -0.034
C -0.6234 5.0285 6.3441 0.019 0.034 -0.024
C 2.1193 -5.0173 -4.2094 0.035 0.015 0.026
C 3.2242 2.1112 -0.8462 0.450 -0.498 -0.460
C 3.4764 -7.1004 -2.7901 0.025 0.010 -0.002
C -0.6353 -2.5659 -0.3252 -0.059 0.002 0.110
C -4.6262 3.3169 3.0837 0.013 -0.029 -0.027
C 4.7183 4.1109 1.9782 -0.205 0.217 -0.133
C -0.4860 5.2907 7.7001 -0.006 0.029 -0.023
C -4.7113 1.1672 4.8344 0.008 -0.002 -0.017
C 0.5967 -3.2993 0.0995 0.016 0.091 -0.059
C -5.7558 1.3760 3.9399 0.001 -0.016 0.012
C 4.8601 2.7612 1.9346 -0.168 -0.346 -0.075
C 2.3248 3.9150 2.3470 -0.078 -0.001 -0.209
C 1.5400 0.6645 4.7505 0.072 0.016 -0.050
C 2.8022 1.0076 0.0466 -0.174 1.024 0.196
C 3.3724 -4.8226 -3.6200 -0.131 0.080 -0.012
C -1.8740 4.7473 5.8006 -0.103 -0.104 0.043
C 1.1908 -0.5426 -2.9653 -0.015 -0.056 0.049
C 3.8138 -2.0928 -0.9815 -0.034 0.011 0.016
C -0.6409 2.9576 3.8380 -0.019 -0.054 0.088
C -2.9938 4.7907 6.6265 0.021 -0.037 0.005
C -2.9323 1.5932 -0.7778 0.100 -0.045 0.016
H 5.5737 4.7517 1.8107 0.019 -0.012 0.040
H 1.9578 1.6535 4.8958 -0.073 0.030 0.014
H 3.8234 -2.4206 -5.0750 0.006 0.020 -0.003
H 4.2166 1.9246 -1.2700 -0.003 0.055 0.075
H 1.1354 -3.6617 -0.7799 -0.013 -0.025 -0.004
H 1.7807 -8.2792 -3.3057 -0.003 0.000 -0.002
H -0.9201 2.1419 4.5032 0.070 -0.004 0.030
H 1.6040 -4.2351 -4.7514 -0.004 -0.014 -0.019
H 2.5129 2.2479 -1.6573 -0.030 0.074 0.044
H 3.3690 5.7758 2.2770 0.006 -0.003 0.038
H 1.3599 4.3994 2.4275 -0.009 -0.020 0.013
H 3.9984 -7.8812 -2.2550 0.005 -0.004 -0.009
H -1.4975 5.5061 9.5790 0.002 -0.019 0.004
H -6.5364 2.6291 2.3845 -0.010 0.011 0.013
H 1.7671 0.1213 6.8074 -0.018 0.009 0.003
H -3.7889 -3.1961 -1.4265 0.008 -0.014 0.007
H -0.4520 3.2581 1.6791 -0.040 -0.012 -0.016
H 3.3025 3.0304 -0.2561 -0.056 -0.007 0.141
H 4.8537 -1.9841 -1.2863 0.006 0.010 0.014
H -2.8360 1.8779 5.5751 -0.002 0.005 0.005
H 0.6202 -6.4924 -4.5215 0.002 -0.005 -0.008
H -1.6944 -4.3666 -0.8274 -0.003 -0.002 0.015
H -4.9911 1.5232 -1.3343 -0.008 -0.007 -0.002
H 0.2577 5.0700 5.7123 0.010 -0.062 0.010
H -1.3098 1.8106 2.1431 -0.074 0.002 -0.006
H 3.6275 -3.1617 -0.8552 0.028 -0.002 -0.028
H 0.3157 -1.3565 2.3211 -0.073 0.006 0.036
H 0.8179 -2.1389 6.4994 0.045 -0.018 -0.009
H 5.8192 2.2978 1.7410 0.037 0.030 0.131
H 0.4927 5.4984 8.1129 -0.002 0.017 -0.007
H 0.2635 3.4105 4.2427 0.048 0.010 -0.080
H 0.3297 -4.1664 0.7027 0.018 -0.010 -0.001
H 1.8221 -1.0979 -5.0178 0.016 0.011 -0.003
H -4.7487 0.3361 5.5269 -0.011 0.008 0.012
H 3.6695 -1.6059 -0.0210 0.000 0.027 0.010
H 1.2614 -2.6517 0.6695 0.013 -0.013 -0.004
H 0.1567 -2.9051 4.2468 -0.034 0.009 0.005
H -3.7344 5.0773 8.6153 -0.003 0.017 -0.002
H -3.9800 4.6111 6.2159 0.000 -0.052 0.022
H 5.0324 -1.9237 -3.8718 -0.006 0.001 0.022
H 3.9538 1.2101 3.0455 -0.037 -0.434 -0.391
H -6.6065 0.7071 3.9374 -0.003 0.000 0.002
H -4.6024 4.1645 2.4086 -0.004 0.011 -0.007
H 0.2723 0.0133 -3.0391 0.024 0.051 -0.002
```
Positions in Å, forces in eV/Å.

***

2.
Density functional theory data (the ωB97M-V functional and the def2-TZVPD basis) for a structure of composition C49H44AuBGeN6 in a non-equilibrium geometry.

Output
Orbital gap (alpha / beta) in eV: 7.31 / 7.31
LUMO energy (alpha / beta) in eV: -0.59 / -0.59
HOMO energy (alpha / beta) in Ha: -0.2903 / -0.2903
Total energy in eV: -121351.311
Energy relative to the best compared isomer or geometry (same formula, charge and spin) in kcal/mol: 97.97

XYZ file:
```
102
Properties=species:S:1:pos:R:3:forces:R:3
Au -0.9716 -0.1690 -0.1458 -0.615 -0.474 -0.109
Ge 2.1377 1.5425 0.6540 -0.311 -0.047 -0.376
N -1.8199 -3.0326 -2.0206 -0.103 0.068 -0.057
N -3.0891 -0.2947 -0.7542 -0.176 -0.060 0.059
N -1.4064 -1.9492 1.0076 0.109 -0.027 0.152
N -0.9617 -2.0316 -2.3007 0.068 0.005 0.140
N -2.1400 -2.9686 0.5212 -0.130 0.019 -0.021
N -3.6018 -1.5423 -0.9598 -0.069 0.011 -0.041
C 4.6217 -0.1389 3.6849 -0.025 -0.016 0.078
C -0.8820 -2.3357 2.1735 -0.128 0.066 -0.149
C 2.0253 5.5285 2.0227 -0.010 -0.016 0.002
C -2.7553 4.1227 -0.6259 0.086 -0.020 -0.007
C 2.7006 0.7486 4.9293 -0.069 0.042 0.111
C 0.7176 0.6076 4.0538 -0.050 0.028 0.078
C -1.3096 -3.6390 2.4485 0.009 -0.048 -0.028
C 3.5610 1.6929 -0.6921 -0.068 0.051 0.041
C 2.4171 4.3291 1.4437 0.048 0.036 0.068
C -2.7862 2.7358 -0.6446 -0.093 -0.008 -0.088
C 4.1804 0.5388 -1.1742 0.000 -0.070 0.019
C -3.9729 2.0552 -0.9081 0.047 -0.010 0.031
C 1.4982 3.3046 1.2187 -0.035 -0.096 -0.079
C 0.7729 -0.2006 -3.7132 0.035 -0.039 -0.024
C -5.7793 -2.6123 -1.6292 0.048 -0.032 0.019
C 4.8732 2.9788 -2.2714 -0.018 0.035 -0.039
C -2.8433 -5.2839 1.1726 -0.032 0.017 -0.022
C 2.9543 0.0535 -4.6974 0.017 0.004 -0.060
C -5.2420 -0.1207 -1.3181 0.001 0.014 -0.054
C 0.8756 -1.5889 -3.8137 0.061 0.074 -0.003
C 5.1396 0.5989 -2.1745 0.021 0.002 0.068
C 2.7613 0.7752 2.3433 0.050 0.055 -0.011
C -0.2151 4.6905 2.2121 -0.071 0.054 0.038
C -5.0922 4.1953 -1.1229 0.004 0.009 -0.001
C 3.0584 -1.3246 -4.8119 0.004 -0.002 -0.002
C -0.1972 -2.4500 -3.2970 -0.050 0.003 0.050
C -2.1115 -4.0018 1.3828 0.085 -0.001 0.065
C 1.8091 0.6117 -4.1473 -0.070 0.052 0.014
C 0.1746 3.5020 1.6090 0.025 -0.036 -0.019
C 1.0208 -2.2070 3.7851 0.071 -0.006 0.010
C 2.0692 1.2489 3.5975 0.175 0.045 -0.002
C -0.5737 -3.7495 -3.6881 0.048 -0.025 -0.030
C 4.0617 0.1452 4.8598 0.067 -0.042 -0.168
C -0.0120 -1.4964 3.0055 0.030 -0.053 0.011
C -1.6169 -4.0824 -2.8545 -0.027 -0.028 0.017
C 3.9089 2.9114 -1.2741 -0.001 0.021 0.039
C 0.7059 5.7089 2.4135 0.030 -0.030 -0.033
C 3.9538 0.1733 2.4136 -0.088 -0.046 0.025
C 5.4969 1.8239 -2.7181 0.004 -0.007 0.008
C 1.7073 -1.6200 4.7605 -0.070 -0.076 -0.069
C 2.0267 -2.1401 -4.3715 -0.033 -0.028 0.015
C -4.0783 0.5803 -0.9763 0.078 -0.041 0.013
C -2.4352 -5.3307 -2.8374 -0.014 -0.002 0.008
C 0.7593 0.4797 -0.3223 1.178 0.612 0.177
C -5.1224 2.8122 -1.1512 -0.007 -0.019 0.044
C -3.9035 4.8606 -0.8592 -0.045 0.007 -0.003
C -4.8990 -1.4515 -1.3050 -0.084 0.094 -0.022
C 1.4768 -0.1943 5.1433 0.068 0.025 0.016
C -0.1517 -0.1743 3.1261 -0.051 0.009 0.024
B -2.8253 -2.8805 -0.8695 0.066 -0.004 0.039
H 3.8979 -0.4340 -0.7844 0.000 -0.017 0.019
H -5.9997 4.7534 -1.3141 0.002 0.002 0.001
H -5.8768 -3.2917 -0.7827 -0.002 -0.006 -0.005
H -3.4906 -5.1223 -3.0193 0.001 -0.002 0.013
H -2.0833 -6.0060 -3.6153 0.004 0.016 -0.014
H -1.2376 4.8243 2.5418 -0.050 -0.028 -0.070
H 4.5867 -0.0730 5.7833 -0.015 0.011 0.014
H 1.3136 -0.0201 -1.1308 -0.053 -0.030 0.044
H -2.5189 -5.7891 0.2644 0.010 -0.004 -0.007
H 1.9992 2.3366 3.5289 -0.033 -0.012 0.046
H 5.6083 -0.5839 3.6387 -0.006 -0.008 0.013
H 2.1194 -3.2173 -4.4406 0.005 0.002 0.000
H 3.4621 4.1877 1.1914 -0.012 0.001 0.009
H 5.1289 3.9379 -2.7050 0.007 -0.010 -0.004
H -6.2114 0.2748 -1.5623 0.011 -0.009 -0.009
H 5.5994 -0.3120 -2.5364 -0.009 -0.004 0.005
H -2.3622 -5.8541 -1.8846 -0.004 -0.007 0.008
H 4.5025 -0.0620 1.5097 0.010 -0.003 -0.047
H -5.3919 -3.1846 -2.4722 0.003 -0.004 0.002
H -3.9182 -5.1194 1.0945 0.002 -0.005 -0.008
H -3.8715 5.9423 -0.8442 -0.003 0.000 -0.002
H -6.0583 2.3179 -1.3703 0.009 0.015 0.022
H -3.6142 -3.7736 -0.9340 -0.008 -0.024 0.018
H -1.8732 2.1816 -0.4869 0.032 0.013 0.026
H -0.1231 0.2286 -3.2813 0.013 -0.009 -0.027
H 1.2009 -3.2467 3.5404 0.009 -0.005 0.002
H -0.5559 2.7129 1.4594 -0.003 0.007 -0.003
H -1.0871 -4.2297 3.3204 -0.003 -0.006 0.008
H -0.1692 -4.3514 -4.4847 0.004 0.005 -0.003
H 0.1246 1.3966 4.5205 -0.029 -0.003 -0.028
H 2.6738 1.5410 5.6808 0.036 -0.011 0.003
H 1.7180 1.6873 -4.0559 0.028 0.005 -0.002
H 1.0526 -0.1552 6.1514 -0.003 0.018 -0.001
H 6.2466 1.8747 -3.4976 0.001 0.009 -0.001
H 2.7548 6.3128 2.1817 -0.010 0.006 0.009
H -2.6555 -5.9465 2.0153 -0.003 0.007 0.008
H -6.7688 -2.2420 -1.8908 0.000 0.002 -0.002
H 3.7641 0.6884 -5.0323 -0.016 0.016 0.007
H 0.3967 6.6360 2.8787 0.003 0.000 0.007
H -1.8163 4.6260 -0.4420 0.059 0.027 0.052
H 2.4406 -2.1881 5.3218 0.005 0.016 0.004
H 3.4198 3.8247 -0.9573 0.008 -0.024 -0.032
H 3.9523 -1.7672 -5.2335 -0.004 -0.009 -0.017
H -0.9503 0.3386 2.6030 0.009 0.011 -0.021
```
Positions in Å, forces in eV/Å.